Entry 1:
45
Properties=species:S:1:pos:R:3:forces:R:3:lowdin_spin:R:1 method="wB97M-V/def2-TZVPD" charge=-1 total_energy_ev=-82461.70491 multiplicity=2 gap_ha="0.28033 / 0.17092" relative_energy_ev=0.000
Ag -0.462 -0.182 0.124 -0.315 -0.488 -0.414 0.00
C 3.056 -2.199 1.715 -0.662 0.040 0.136 0.00
F 3.890 -3.192 1.485 0.297 -0.096 0.141 0.00
F 3.210 -1.790 2.996 0.227 -0.146 0.014 0.00
F 3.372 -1.162 0.943 0.049 -0.025 -0.084 0.00
S 1.251 -2.721 1.502 -0.682 1.029 -0.520 0.00
O 1.198 -4.144 1.550 0.447 -0.542 -0.176 0.00
O 0.566 -2.012 2.534 0.186 0.293 -0.027 0.00
N 0.871 -2.087 0.039 0.887 -1.208 1.316 0.00
S 1.368 -3.047 -1.146 0.069 -0.047 -1.247 0.00
O 2.705 -3.573 -1.009 -0.169 0.258 0.333 0.00
O 0.355 -3.936 -1.630 -0.084 0.125 0.073 0.00
C 1.569 -1.779 -2.497 -0.144 -0.372 0.497 0.00
F 2.547 -0.908 -2.207 0.011 0.135 0.053 0.00
F 1.920 -2.430 -3.604 0.093 -0.078 -0.238 0.00
F 0.452 -1.117 -2.724 -0.106 0.171 -0.112 0.00
O 1.675 2.811 -2.860 -0.394 -0.322 0.187 0.02
C 0.552 2.207 -2.423 0.656 0.102 -0.349 0.03
O -0.497 2.429 -3.126 -0.163 0.075 0.075 0.74
O 0.515 1.488 -1.453 -0.162 0.212 0.050 0.20
H 2.362 2.406 -2.305 0.163 0.161 -0.097 0.00
O -3.450 -2.011 -2.608 -0.154 0.216 0.044 0.00
C -2.629 -0.884 -2.614 0.329 0.656 -0.419 0.00
O -2.446 -0.327 -3.692 -0.061 -0.391 0.274 0.00
O -2.197 -0.542 -1.464 -0.586 -0.218 -0.059 0.00
H -3.623 -2.152 -1.671 0.185 -0.233 0.009 0.00
O -2.162 -1.547 1.464 -0.356 -0.104 0.164 0.00
H -2.543 -1.222 2.285 0.118 0.036 0.033 0.00
H -2.692 -2.309 1.215 0.081 -0.010 -0.114 0.00
C -2.755 2.214 0.469 -0.516 0.164 -2.210 0.00
O -1.816 1.594 0.939 -0.058 0.926 0.927 0.00
N -2.956 3.577 0.639 0.188 -0.996 0.587 0.00
N -3.569 1.666 -0.488 -0.015 -0.256 0.630 0.00
H -2.352 4.040 1.288 -0.198 0.298 0.090 0.00
H -3.688 4.031 0.132 0.119 0.281 0.070 0.00
H -3.288 0.740 -0.836 0.185 -0.005 0.057 0.00
H -4.504 1.985 -0.667 0.126 0.208 0.015 0.00
C 1.472 1.651 2.278 -0.186 0.491 -0.323 0.00
O 0.738 0.774 1.879 0.378 -0.093 0.541 0.00
N 1.204 2.977 2.031 0.697 0.072 0.144 0.00
N 2.601 1.392 3.014 -0.122 -0.387 0.397 0.00
H 1.731 3.677 2.519 -0.158 0.111 0.016 0.00
H 0.326 3.219 1.612 -0.109 -0.256 -0.096 0.00
H 2.705 0.430 3.290 0.072 -0.090 -0.228 0.00
H 3.419 1.965 3.083 -0.163 0.303 -0.163 0.00

Entry 2:
12
Properties=species:S:1:pos:R:3:forces:R:3:lowdin_charge:R:1 method="wB97M-V/def2-TZVPD" charge=0 total_energy_ev=-6761.76630 gap_ha=0.37044 smiles="CN(C)C=O" relative_energy_ev=0.984
C 0.204 0.942 -0.902 -0.364 0.010 -0.075 -0.08
N 0.035 -0.196 -0.008 0.669 -0.085 -0.637 -0.21
C -0.189 0.104 1.404 -0.230 0.760 -1.009 -0.04
C 0.003 -1.443 -0.578 0.227 0.064 1.227 -0.34
O 0.152 -2.493 0.017 -0.372 0.356 -0.172 0.02
H 0.643 0.619 -1.844 0.001 -0.069 0.035 0.08
H 0.875 1.688 -0.475 0.037 -0.117 0.140 0.09
H -0.741 1.440 -1.139 -0.071 0.047 0.124 0.09
H -1.176 0.580 1.389 -0.248 -0.475 0.808 0.09
H 0.461 0.911 1.749 0.423 -0.247 -0.127 0.08
H -0.064 -0.762 2.039 -0.328 -0.184 -0.064 0.09
H -0.203 -1.390 -1.653 0.256 -0.062 -0.250 0.13

Entry 3:
21
Properties=species:S:1:pos:R:3:forces:R:3:lowdin_charge:R:1 method="wB97M-V/def2-TZVPD" charge=0 total_energy_ev=-10978.11039 gap_ha=0.38677 smiles=CCOOC(C)(C)N relative_energy_ev=3.769
C -2.741 0.427 -0.417 0.344 -0.143 0.333 -0.07
C -1.918 0.841 0.798 0.049 0.356 -0.556 -0.26
O -1.035 -0.140 1.311 0.717 0.079 0.730 -0.11
O -0.295 -0.810 0.295 0.081 -0.198 -0.447 -0.12
C 1.131 -0.482 -0.088 -0.491 0.181 0.024 -0.61
C 1.266 0.927 -0.656 -0.287 -0.288 0.244 -0.02
C 2.179 -0.740 0.987 -0.672 0.002 0.026 -0.02
N 1.255 -1.447 -1.132 0.077 -0.064 -0.441 0.09
H -2.087 0.217 -1.261 -0.026 -0.003 -0.060 0.06
H -3.411 1.239 -0.689 -0.076 0.064 -0.010 0.07
H -3.324 -0.464 -0.202 -0.073 -0.074 -0.013 0.08
H -2.571 1.033 1.655 0.100 0.041 -0.060 0.12
H -1.363 1.762 0.566 -0.078 -0.068 0.060 0.11
H 2.231 1.009 -1.149 0.091 0.037 -0.010 0.09
H 1.209 1.665 0.139 -0.052 0.094 0.052 0.08
H 0.483 1.124 -1.385 -0.073 0.012 -0.078 0.08
H 2.115 0.007 1.774 -0.014 0.015 0.089 0.08
H 3.162 -0.693 0.525 0.055 0.048 -0.026 0.09
H 2.042 -1.727 1.423 -0.022 -0.091 0.062 0.08
H 1.226 -2.385 -0.748 0.031 0.027 0.039 0.09
H 0.445 -1.362 -1.747 0.318 -0.024 0.043 0.09

Entry 4:
26
Properties=species:S:1:pos:R:3:forces:R:3:lowdin_charge:R:1 method="wB97M-V/def2-TZVPD" charge=0 total_energy_ev=-26179.42984 gap_ha=0.28623 smiles="O=C1C=C(OB(O)O)C(=O)O1.Fc1ccccc1"
O 1.925 -0.863 -3.538 -3.591 3.941 1.910 0.11
C 0.996 -0.149 -3.107 0.153 -3.034 -1.473 -0.31
C -0.523 -0.630 -2.957 -0.526 2.956 2.081 0.14
C -1.102 0.337 -2.090 0.640 -1.158 -0.632 -0.10
O -2.401 0.490 -1.545 1.948 -0.893 -2.416 0.14
B -3.443 0.036 -2.448 -1.901 -0.370 -1.515 -0.55
O -4.067 0.966 -3.375 2.810 -1.312 1.790 0.13
O -3.971 -1.315 -2.470 1.767 2.113 -0.158 0.12
C 0.017 1.391 -1.667 -1.454 1.167 1.946 -0.25
O -0.026 2.174 -0.691 0.734 -3.330 -4.920 0.13
O 1.049 1.225 -2.658 -0.148 -1.440 1.657 0.08
H -1.059 -1.526 -3.410 1.354 1.328 0.653 0.14
H -3.375 1.643 -3.589 -1.173 -0.379 0.409 0.12
H -3.342 -1.937 -2.893 -0.658 0.437 0.604 0.10
F 1.948 -0.973 5.583 0.016 -0.044 0.134 0.06
C 1.780 -0.565 4.316 -0.102 0.246 -0.751 -0.29
C 0.569 -0.795 3.682 -0.119 -0.078 0.109 -0.02
C 0.393 -0.367 2.370 0.356 0.088 0.057 -0.08
C 1.434 0.275 1.703 -0.019 -0.066 -0.041 -0.09
C 2.647 0.496 2.349 -0.272 -0.138 0.077 -0.08
C 2.820 0.079 3.664 0.127 0.008 0.104 -0.02
H -0.227 -1.304 4.213 0.071 0.041 0.009 0.12
H -0.554 -0.535 1.866 0.078 0.004 0.084 0.10
H 1.297 0.605 0.679 0.055 0.000 0.194 0.07
H 3.458 0.993 1.827 -0.080 -0.045 0.088 0.11
H 3.755 0.250 4.185 -0.068 -0.041 0.002 0.12

Entry 5:
82
Properties=species:S:1:pos:R:3:forces:R:3:lowdin_charge:R:1 method="wB97M-V/def2-TZVPD" charge=-1 total_energy_ev=-148853.50080 gap_ha=0.29586
C -1.681 -1.884 4.326 -0.053 -0.021 -0.376 -0.15
C -1.768 -1.181 2.971 0.122 -0.379 0.546 -0.76
Cl -3.357 -0.319 2.941 -0.130 0.056 -0.088 0.62
C -0.594 -0.249 2.746 -0.140 0.067 0.178 -0.29
P -0.156 0.604 1.078 -0.106 -0.192 0.349 0.66
F 1.232 -0.394 0.946 -0.117 -0.007 -0.017 -0.32
C -1.201 -0.573 0.018 0.412 -0.021 -0.442 -0.23
C -0.689 -2.014 -0.118 -0.404 -0.137 0.101 -0.12
C 0.224 -2.320 -1.286 0.380 -0.177 -0.209 -0.57
F 0.024 -1.504 -2.353 0.120 -0.398 0.351 0.11
F 1.549 -2.262 -0.993 -0.670 -0.053 -0.253 0.10
F -0.002 -3.601 -1.738 0.206 0.621 0.167 0.08
C 0.609 1.457 -0.534 0.701 0.399 -0.331 -0.26
C -0.171 2.389 -1.348 -0.388 -0.287 -0.139 -0.80
O -1.156 2.199 -1.973 0.079 0.129 -0.110 0.01
Br 0.600 4.257 -1.423 0.037 0.129 0.059 0.56
C -1.639 1.826 1.263 -0.145 -0.150 -0.023 -0.50
O -2.638 1.845 0.586 0.110 0.058 0.214 0.02
N -1.622 2.699 2.437 -0.288 -0.109 -0.382 0.11
C -0.612 3.656 2.571 0.230 -0.290 0.440 -0.55
O 0.258 3.695 3.369 0.081 0.056 -0.037 0.16
F -0.754 4.651 1.677 -0.060 0.307 -0.131 0.08
H -1.695 -1.152 5.129 0.013 -0.010 0.118 0.07
H -0.759 -2.465 4.372 0.103 0.046 0.048 0.07
H -2.515 -2.576 4.432 -0.086 0.039 0.161 0.06
H -1.860 -1.962 2.222 0.004 0.138 -0.259 0.07
H -0.662 0.547 3.492 -0.033 0.098 -0.021 0.07
H 0.291 -0.823 3.029 0.115 -0.018 -0.148 0.07
H 0.631 1.517 1.856 0.020 -0.048 -0.047 0.04
H -1.280 -0.158 -0.986 -0.064 0.126 0.040 0.06
H -2.227 -0.602 0.373 0.012 0.033 0.273 0.06
H -1.554 -2.664 -0.272 -0.007 -0.034 -0.110 0.12
H -0.205 -2.386 0.784 0.194 0.080 -0.036 0.11
H 1.543 1.922 -0.229 -0.064 0.051 0.176 0.06
H 0.892 0.649 -1.210 -0.216 -0.173 0.046 0.08
H -2.532 3.152 2.450 0.007 0.113 -0.134 0.14
C 3.524 -1.652 2.057 0.137 -0.184 0.097 -0.11
O 4.801 -2.131 2.461 0.002 0.232 0.066 -0.20
C 5.734 -2.175 1.404 -0.103 -0.137 0.026 -0.22
C 7.134 -1.876 1.889 0.060 -0.092 -0.055 -0.19
O 7.370 -0.511 2.192 0.117 0.038 0.006 -0.13
C 6.815 0.017 3.384 -0.098 0.094 -0.042 -0.18
C 7.519 -0.411 4.650 -0.061 -0.012 0.162 -0.21
O 7.195 -1.743 5.012 0.089 -0.078 -0.243 -0.19
C 8.231 -2.402 5.694 -0.078 0.024 0.062 -0.12
H 3.029 -2.358 1.386 -0.038 0.053 -0.058 0.08
H 2.924 -1.532 2.956 -0.017 -0.025 0.004 0.08
H 3.602 -0.684 1.560 -0.011 0.019 -0.054 0.08
H 5.466 -1.455 0.623 0.004 0.017 0.002 0.13
H 5.730 -3.182 0.959 0.024 0.053 -0.102 0.13
H 7.816 -2.098 1.064 0.009 -0.001 0.008 0.12
H 7.404 -2.525 2.726 -0.125 0.033 0.067 0.12
H 5.742 -0.176 3.447 0.023 -0.130 0.057 0.12
H 6.954 1.097 3.296 -0.026 0.011 -0.002 0.13
H 7.208 0.260 5.462 0.087 0.066 -0.011 0.13
H 8.602 -0.306 4.510 0.004 -0.019 -0.022 0.12
H 9.169 -2.368 5.125 0.010 0.019 0.027 0.09
H 7.934 -3.442 5.812 -0.024 0.004 0.033 0.09
H 8.403 -1.967 6.687 0.051 0.000 -0.014 0.09
C -8.149 0.866 -6.433 0.017 -0.092 0.017 -0.12
O -6.897 0.470 -5.933 0.049 0.225 0.072 -0.19
C -5.859 0.531 -6.894 -0.078 -0.138 -0.016 -0.21
C -4.532 0.907 -6.274 0.145 -0.081 0.031 -0.19
O -4.413 2.269 -5.918 -0.041 0.076 -0.114 -0.12
C -5.072 2.717 -4.741 -0.040 0.090 0.053 -0.18
C -4.438 2.256 -3.449 -0.089 -0.051 0.134 -0.20
O -4.735 0.896 -3.192 0.116 -0.071 -0.248 -0.19
C -3.707 0.248 -2.462 -0.113 -0.066 0.117 -0.11
H -8.534 0.154 -7.173 -0.011 0.040 -0.031 0.08
H -8.839 0.905 -5.591 -0.008 -0.037 0.004 0.09
H -8.098 1.862 -6.890 -0.008 -0.017 -0.026 0.09
H -6.105 1.261 -7.675 -0.006 0.028 0.014 0.12
H -5.754 -0.457 -7.365 0.024 0.048 -0.093 0.12
H -3.773 0.756 -7.047 0.015 -0.024 0.009 0.13
H -4.290 0.248 -5.438 -0.142 0.019 0.054 0.12
H -6.136 2.470 -4.763 0.024 -0.127 0.040 0.12
H -4.981 3.805 -4.775 -0.005 0.003 -0.014 0.12
H -4.837 2.871 -2.630 0.096 0.073 -0.001 0.13
H -3.356 2.416 -3.496 0.008 -0.002 0.003 0.12
H -2.739 0.365 -2.958 0.020 0.029 0.027 0.08
H -3.955 -0.813 -2.422 -0.063 0.010 0.010 0.09
H -3.629 0.639 -1.443 0.080 0.036 -0.027 0.07

Entry 6:
91
Properties=species:S:1:pos:R:3:forces:R:3:lowdin_charge:R:1 method="wB97M-V/def2-TZVPD" charge=0 total_energy_ev=-125027.75051 gap_ha=0.29685 relative_energy_ev=0.000
Hf -0.366 1.157 -0.360 1.221 -0.348 -0.364 1.61
Cl -0.398 0.714 2.672 -0.104 0.041 0.119 0.70
C 0.335 2.312 2.476 -0.157 -0.287 0.190 -0.67
C 0.491 2.719 1.173 -0.073 0.002 0.189 -0.33
C 0.969 4.014 1.030 0.141 0.188 -0.002 -0.67
Cl 1.171 4.675 -0.573 -0.084 -0.143 0.087 0.73
C 1.298 4.820 2.119 -0.010 0.009 -0.054 -0.69
Cl 1.906 6.411 1.882 0.011 0.042 0.018 0.69
C 1.137 4.334 3.421 0.057 0.056 -0.012 -0.70
Cl 1.545 5.307 4.779 -0.006 -0.018 -0.043 0.69
C 0.641 3.052 3.609 -0.048 -0.132 0.072 -0.70
Cl 0.410 2.393 5.186 0.038 0.110 -0.060 0.68
F -2.030 0.382 -5.617 0.037 -0.001 -0.008 0.07
C -0.998 0.741 -4.830 -0.109 -0.006 -0.097 -0.27
C -1.204 0.875 -3.473 0.014 -0.007 0.105 -0.04
C -0.157 1.249 -2.630 -0.035 -0.019 -0.006 -0.17
C 1.104 1.498 -3.207 0.101 -0.007 0.059 -0.15
C 1.261 1.310 -4.575 0.078 0.059 -0.067 -0.22
F 2.476 1.453 -5.158 0.001 0.006 0.004 0.05
C 0.231 0.941 -5.414 0.045 -0.018 -0.041 0.07
C 2.223 1.893 -2.315 -0.138 -0.152 0.009 -0.23
C 3.364 2.560 -2.755 0.016 -0.017 -0.046 0.00
C 4.348 2.899 -1.849 0.076 0.024 0.017 -0.04
C 4.185 2.563 -0.515 0.069 0.040 -0.018 -0.04
C 3.021 1.929 -0.149 -0.241 -0.078 -0.068 -0.16
N 2.052 1.598 -1.013 -0.170 0.231 -0.083 0.03
H -2.191 0.653 -3.093 -0.005 0.013 -0.010 0.09
H 0.393 0.803 -6.474 0.007 0.011 0.021 0.13
H 3.465 2.820 -3.795 0.012 0.018 0.008 0.11
H 5.232 3.429 -2.181 -0.023 -0.016 0.001 0.12
H 4.927 2.802 0.235 -0.010 -0.006 -0.033 0.12
H 2.844 1.675 0.885 -0.016 0.051 -0.025 0.10
C -0.550 -3.294 3.595 0.036 -0.042 -0.037 -0.03
C -0.353 -4.483 2.688 -0.023 0.001 0.144 -0.22
C -0.859 -5.732 3.047 0.013 0.005 0.053 -0.04
C -0.670 -6.852 2.254 -0.003 0.042 -0.040 -0.07
C 0.026 -6.741 1.057 -0.021 -0.007 0.022 -0.08
C 0.518 -5.507 0.668 -0.003 -0.017 -0.036 -0.01
C 0.337 -4.390 1.477 0.044 0.123 -0.023 -0.22
N 0.888 -3.138 1.067 0.106 -0.012 -0.175 0.14
C 0.144 -2.083 0.589 0.067 0.075 0.123 -0.37
N -1.175 -2.314 0.611 -0.159 0.284 -0.121 0.15
C -2.264 -1.594 0.044 0.115 -0.222 0.097 -0.21
C -2.143 -0.287 -0.415 -0.290 0.040 0.141 -0.19
C -3.326 0.231 -0.985 -0.062 -0.016 0.139 -0.16
C -4.513 -0.470 -1.063 0.043 -0.072 -0.024 -0.08
C -4.573 -1.761 -0.558 -0.078 -0.066 0.035 -0.05
C -3.454 -2.346 0.002 0.017 -0.044 -0.017 -0.21
C -3.523 -3.756 0.540 -0.015 -0.008 0.008 -0.04
N 0.715 -0.962 0.194 -0.159 0.012 -0.052 0.02
C 2.153 -1.003 0.287 -0.196 0.076 -0.062 -0.30
C 2.764 -0.724 1.507 0.048 -0.068 0.087 -0.06
C 4.144 -0.728 1.628 0.003 -0.040 -0.033 -0.08
C 4.926 -1.005 0.513 -0.072 -0.007 0.001 -0.08
C 4.313 -1.293 -0.698 -0.012 0.000 -0.038 -0.04
C 2.924 -1.311 -0.835 0.067 -0.014 -0.102 -0.23
C 2.298 -1.649 -2.165 0.080 -0.015 0.020 -0.02
H -0.535 -3.609 4.639 -0.010 -0.004 -0.030 0.09
H -1.509 -2.800 3.415 0.026 -0.030 -0.036 0.08
H 0.232 -2.549 3.449 -0.008 -0.024 0.000 0.07
H -1.391 -5.825 3.988 0.009 0.002 -0.037 0.12
H -1.064 -7.810 2.569 0.007 0.023 -0.008 0.11
H 0.177 -7.608 0.427 0.001 0.014 0.010 0.11
H 1.043 -5.396 -0.274 0.005 0.005 0.029 0.12
H 1.854 -3.132 0.778 0.046 -0.016 0.131 0.14
H -1.401 -3.259 0.875 -0.051 0.001 0.005 0.09
H -3.335 1.246 -1.354 -0.001 0.047 -0.019 0.07
H -5.391 -0.010 -1.498 -0.002 -0.008 -0.009 0.10
H -5.501 -2.322 -0.592 0.026 0.021 -0.010 0.11
H -4.537 -4.141 0.448 0.005 -0.002 -0.002 0.08
H -3.252 -3.816 1.601 -0.031 0.033 -0.034 0.08
H -2.865 -4.447 -0.001 -0.024 0.054 -0.005 0.09
H 2.137 -0.497 2.361 -0.011 -0.008 0.004 0.09
H 4.606 -0.511 2.585 -0.022 0.003 -0.041 0.11
H 6.006 -1.000 0.587 -0.029 -0.002 -0.009 0.10
H 4.922 -1.507 -1.570 -0.015 0.007 0.036 0.12
H 2.856 -1.188 -2.983 0.014 -0.024 0.041 0.08
H 1.265 -1.316 -2.234 -0.007 0.033 0.050 0.06
H 2.311 -2.731 -2.333 -0.006 0.034 0.008 0.09
N -5.475 6.872 0.358 0.039 -0.039 -0.017 0.14
C -4.725 6.007 0.249 0.254 -0.313 0.000 -0.19
C -3.783 4.910 0.120 -0.280 0.308 0.067 -0.24
C -3.011 4.786 -1.026 0.047 -0.014 -0.081 -0.04
C -2.113 3.729 -1.138 -0.008 0.010 0.067 -0.14
C -1.949 2.767 -0.129 -0.212 0.280 -0.074 -0.30
C -2.757 2.931 1.010 0.006 -0.036 -0.022 -0.12
C -3.653 3.973 1.146 -0.054 0.032 0.019 -0.03
H -3.113 5.513 -1.822 0.008 -0.024 0.012 0.12
H -1.529 3.667 -2.050 0.018 -0.011 -0.013 0.08
H -2.697 2.213 1.823 0.012 -0.005 0.007 0.08
H -4.260 4.069 2.037 0.004 -0.004 -0.007 0.12